96
Properties=species:S:1:pos:R:3:lowdin_charge:R:1 method="wB97M-V/def2-TZVPD" homo_lumo_gap_ha=0.2067 e_lumo_ev=2.33 homo_energy_ev=-3.293 total_charge=-1
C 0.531 -0.124 0.280 -0.428
O -0.189 -0.351 -0.836 -0.343
H 1.600 -0.089 0.071 0.040
H 0.241 0.838 0.704 0.019
H 0.283 -0.931 0.969 0.023
C 3.246 -3.050 1.978 -0.090
C 3.868 -4.296 1.337 -0.273
O 2.994 -5.427 1.630 -0.103
H 3.933 -2.208 2.061 0.067
H 3.104 -3.087 3.058 0.078
H 2.392 -2.719 1.386 0.046
H 4.874 -4.264 1.758 0.096
H 3.995 -4.367 0.257 0.106
H 3.067 -5.673 2.555 0.076
C -3.399 0.902 -1.670 -0.768
O -2.991 0.283 -2.652 0.049
N -4.361 1.741 -1.583 0.148
N -2.748 0.961 -0.513 0.138
H -4.296 2.233 -0.704 0.073
H -4.874 2.022 -2.407 0.113
H -3.067 1.570 0.226 0.026
H -1.854 0.490 -0.498 0.045
C -0.920 1.090 4.149 -0.849
O -1.902 0.864 4.859 0.009
N -0.124 0.186 3.801 0.187
N -0.528 2.224 3.733 0.183
H -0.335 -0.743 4.138 0.080
H 0.636 0.416 3.177 0.112
H -1.245 2.926 3.845 0.086
H 0.151 2.272 2.987 0.106
C -3.198 -2.985 -1.403 -0.800
O -2.769 -2.688 -2.483 0.056
N -4.129 -3.961 -1.239 0.138
N -2.850 -2.314 -0.389 0.194
H -4.398 -4.158 -0.285 0.070
H -4.378 -4.474 -2.073 0.099
H -3.434 -2.494 0.415 0.072
H -2.330 -1.454 -0.495 0.083
C -1.959 -2.670 3.415 -0.772
O -0.951 -2.594 4.116 0.006
N -2.771 -3.689 3.454 0.165
N -2.388 -1.794 2.595 0.193
H -3.500 -3.709 2.755 0.100
H -2.500 -4.509 3.977 0.118
H -3.391 -1.765 2.480 0.122
H -1.774 -1.013 2.414 0.108
C 0.952 2.489 -3.236 -0.779
O 0.216 1.566 -3.616 0.050
N 1.071 2.847 -1.982 0.170
N 1.556 3.298 -4.039 0.150
H 0.669 2.195 -1.325 0.097
H 1.737 3.579 -1.781 0.097
H 1.824 3.063 -4.984 0.112
H 2.227 3.931 -3.626 0.089
C 0.330 -4.137 -1.140 -0.712
O -0.107 -3.506 -2.120 0.034
N 0.332 -3.530 0.068 0.161
N 1.055 -5.221 -1.102 0.155
H 0.992 -3.905 0.734 0.055
H 0.004 -2.575 0.055 0.058
H 1.263 -5.534 -0.165 0.078
H 1.091 -5.841 -1.898 0.111
C -1.899 4.360 -0.226 -0.049
C -2.101 3.826 1.192 -0.394
C -2.204 4.990 2.270 -0.195
O -2.649 4.519 3.549 -0.244
C -2.721 5.578 4.552 -0.064
N -3.268 2.996 1.432 0.040
H -1.002 4.972 -0.141 0.070
H -2.646 5.007 -0.687 0.078
H -1.604 3.578 -0.926 0.068
H -1.181 3.305 1.458 0.110
H -2.826 5.844 2.003 0.115
H -1.202 5.410 2.356 0.114
H -1.714 5.905 4.811 0.086
H -3.312 5.201 5.386 0.089
H -3.282 6.421 4.147 0.076
H -4.099 3.562 1.333 0.095
H -3.145 2.655 2.375 0.079
C 3.706 -1.725 -1.976 -0.088
C 3.350 -0.549 -2.829 -0.464
C 4.598 0.032 -3.473 -0.166
O 4.119 0.804 -4.644 -0.215
C 5.203 1.593 -5.172 -0.110
N 2.490 -1.150 -3.796 0.084
H 2.909 -2.163 -1.376 0.080
H 4.287 -1.385 -1.119 0.069
H 4.300 -2.470 -2.506 0.083
H 2.807 0.203 -2.256 0.132
H 5.250 -0.761 -3.837 0.118
H 5.169 0.558 -2.708 0.119
H 4.859 2.298 -5.929 0.078
H 5.976 0.946 -5.587 0.078
H 5.622 2.161 -4.341 0.074
H 2.687 -0.617 -4.631 0.061
H 2.950 -2.043 -3.898 0.062

17
Properties=species:S:1:pos:R:3:nbo_charge:R:1 method="wB97M-V/def2-TZVPD" homo_lumo_gap_ha="0.3375 / 0.3646" e_lumo_ev="0.59 / -0.79" homo_energy_ev="-8.589 / -10.712" total_charge=0 multiplicity=2
Cl 2.926 -1.041 0.150 0.038
C 1.104 0.828 0.683 -0.103
C 1.383 -0.578 0.573 -0.347
C 0.238 -1.422 -0.229 -0.214
C -0.751 -0.538 -0.946 -0.244
C -1.345 0.531 0.023 -0.243
C -0.120 1.457 0.266 -0.256
Cl 0.370 2.366 -1.263 -0.063
Cl -2.603 1.576 -0.636 -0.005
Cl -2.107 -1.493 -1.632 -0.026
Cl -0.621 -2.392 0.981 -0.034
H 1.902 1.463 1.057 0.218
H 1.288 -0.848 1.645 0.258
H 0.747 -2.092 -0.948 0.254
H -0.238 0.004 -1.745 0.256
H -1.810 0.076 0.910 0.262
H -0.363 2.102 1.112 0.249

24
Properties=species:S:1:pos:R:3:nbo_charge:R:1 method="wB97M-V/def2-TZVPD" homo_lumo_gap_ha="0.1918 / 0.2963" e_lumo_ev="0.31 / 0.25" relative_energy_kcal_mol=0.0 homo_energy_ev="-4.914 / -7.813" total_charge=0 multiplicity=3
C -0.869 1.477 -0.154 -0.377
C -0.321 0.824 -1.241 0.269
C -0.885 0.546 0.909 0.478
C 0.034 1.314 -2.630 -0.668
C 0.378 -1.487 -1.734 -0.433
C -0.043 -1.856 1.256 -0.416
N -0.020 -0.396 -0.863 -0.160
N -0.277 -0.654 0.513 -0.162
N -1.370 0.564 2.163 -0.838
N 1.542 0.928 2.023 0.153
O 2.733 1.100 1.943 -0.358
O 1.029 0.443 3.180 -0.667
H -1.258 2.397 -0.200 0.230
H 1.071 1.593 -2.915 0.260
H -0.491 2.320 -2.654 0.241
H -0.514 0.607 -3.298 0.232
H 0.977 -2.273 -1.194 0.239
H -0.566 -1.856 -2.174 0.211
H 1.065 -1.120 -2.557 0.235
H 0.999 -1.938 1.549 0.234
H -0.569 -1.565 2.101 0.255
H -0.299 -2.734 0.825 0.205
H -0.525 0.332 2.728 0.445
H -1.821 1.434 2.423 0.392

The records above give, respectively, total energy values of -59856.3044, -68929.7523, -16464.6500 eV.